ORCA calculation (ωB97M-V/def2-TZVPD) on a molecular structure, C43H118CaN11O21 at a distorted geometry.

Atoms and positions in Å:
Ca: -0.67348 -1.75481 -3.24230
C: -0.80855 -0.46463 1.19824
C: -0.93749 0.07899 -0.23552
C: -0.91344 1.61713 -0.21545
C: 0.44855 2.23117 0.19252
C: 1.37915 1.74967 -0.93306
C: 1.46408 0.20793 -1.00653
N: 0.11247 -0.40764 -1.22129
O: 0.15432 -1.87737 -1.12766
C: 2.28706 -0.29823 0.15904
C: 2.30393 -0.01439 -2.26125
C: -2.31896 -0.22476 -0.81349
H: -1.81679 -0.48533 1.62143
H: -0.16517 0.21374 1.86773
H: -0.64243 -1.57107 1.17518
H: -1.57070 1.98655 0.58037
H: -1.22945 2.03577 -1.20137
H: 0.79599 1.86675 1.13999
H: 0.40707 3.35252 0.08897
H: 2.40835 2.07163 -0.69569
H: 1.14505 2.12888 -1.91273
H: 2.21156 -1.39576 0.20003
H: 2.22681 0.12835 1.08556
H: 3.30128 -0.09584 0.02295
H: 3.24786 0.59268 -2.10354
H: 1.78965 0.28551 -3.18265
H: 2.60880 -1.04802 -2.32350
H: -3.06257 0.36110 -0.20111
H: -2.54075 -1.25802 -0.76200
H: -2.26319 0.11543 -1.87189
C: 7.87374 -1.55809 -4.60578
C: 6.97740 -1.86052 -3.43716
C: 6.05848 -0.70762 -3.04697
O: 5.93465 -2.82576 -3.83100
H: 8.42248 -2.48935 -4.80503
H: 8.62868 -0.79899 -4.40777
H: 7.23385 -1.18188 -5.46181
H: 7.50991 -2.21248 -2.51529
H: 5.58962 -0.99516 -2.07980
H: 5.33313 -0.60458 -3.81143
H: 6.51880 0.25144 -2.90010
H: 6.37004 -3.46730 -4.43075
C: -6.74410 2.74175 2.01847
C: -5.99169 1.68028 1.32491
C: -6.37485 1.45828 -0.12923
O: -4.59486 1.87014 1.38604
H: -6.54605 2.61496 3.10665
H: -7.80887 2.67962 1.93231
H: -6.47760 3.75738 1.72488
H: -6.18965 0.79530 1.90238
H: -7.40864 1.32928 -0.17192
H: -5.73440 0.61640 -0.36729
H: -6.09802 2.33518 -0.76972
H: -4.33850 2.78866 1.26228
C: -4.30882 -2.75076 3.95541
C: -4.60649 -1.62178 2.98543
C: -6.08094 -1.80276 2.47741
O: -4.37179 -0.31662 3.56801
H: -4.52239 -3.71705 3.38809
H: -4.98363 -2.72240 4.82013
H: -3.23651 -2.77274 4.27616
H: -3.97271 -1.62360 2.08496
H: -6.83528 -1.48290 3.23952
H: -6.23296 -2.87560 2.34882
H: -6.33353 -1.31510 1.55286
H: -4.58033 0.26228 2.84440
C: 3.53752 4.30172 4.52124
C: 2.27453 4.68749 5.25924
C: 1.64150 5.89726 4.62003
O: 1.31644 3.60177 5.46997
H: 3.85575 3.26156 4.81591
H: 4.28543 5.05684 4.58007
H: 3.25453 4.13927 3.45007
H: 2.55626 4.97833 6.26929
H: 0.83580 6.28760 5.27504
H: 1.34393 5.56294 3.63244
H: 2.31316 6.73088 4.56953
H: 1.94505 2.97907 5.82897
C: -0.59398 -6.06168 -3.46652
C: 0.40703 -5.03209 -2.86368
C: 1.81691 -5.71774 -2.70623
O: 0.54299 -3.85620 -3.68197
H: -0.88753 -6.67565 -2.60542
H: -0.12247 -6.77137 -4.22199
H: -1.57096 -5.67537 -3.80718
H: 0.02989 -4.57912 -1.94849
H: 1.88663 -6.38981 -1.87026
H: 2.64140 -5.01304 -2.69253
H: 1.91310 -6.47803 -3.53223
H: 0.51794 -4.07121 -4.62843
C: 4.87968 3.45876 -1.03639
C: 4.54535 4.52818 -0.05523
C: 5.79981 4.85426 0.83574
O: 4.15801 5.76792 -0.72158
H: 5.31058 2.57661 -0.52889
H: 5.51670 3.86669 -1.77854
H: 3.96750 3.14513 -1.50163
H: 3.65402 4.24616 0.52220
H: 6.02884 3.99694 1.44133
H: 5.43981 5.71213 1.43828
H: 6.65024 5.02533 0.10968
H: 4.89668 6.28458 -1.01840
C: 3.21992 -0.11757 5.83710
C: 1.95830 0.03070 6.67210
C: 1.90122 -0.97011 7.80778
O: 1.92107 1.38217 7.21809
H: 4.00699 0.39258 6.41414
H: 3.02799 0.28831 4.84415
H: 3.63160 -1.17095 5.80929
H: 1.07985 -0.00813 6.13746
H: 2.18686 -2.00642 7.55259
H: 0.93666 -1.00460 8.33275
H: 2.58940 -0.66848 8.60081
H: 2.33956 1.25365 8.08254
C: 1.73662 5.13564 -3.34078
C: 0.33463 5.15397 -3.87902
O: -0.49245 4.08974 -3.39199
O: 1.61735 5.26484 -1.90118
H: 2.27808 5.94243 -3.74006
H: 2.35377 4.24101 -3.51428
H: 0.45715 5.07890 -4.98054
H: -0.10357 6.07201 -3.59741
H: -1.15756 4.35091 -2.70569
H: 2.52187 5.59434 -1.55122
C: 5.03435 -2.95413 0.29108
C: 3.85706 -3.81493 -0.05540
O: 4.07742 -5.23148 -0.02311
O: 6.12785 -3.24817 -0.64874
H: 5.41027 -3.16643 1.26657
H: 4.62296 -1.85499 0.18572
H: 3.40056 -3.52527 -1.05610
H: 3.03644 -3.68069 0.66127
H: 4.98227 -5.48765 -0.35867
H: 5.79569 -3.28102 -1.57646
C: -1.88332 2.93582 3.57807
C: -2.89497 4.05746 3.94133
O: -2.56668 5.12223 3.02674
O: -0.58813 3.57683 3.45701
H: -2.10506 2.56884 2.57512
H: -1.88261 2.10085 4.29256
H: -2.91505 4.39383 4.95545
H: -3.96211 3.80067 3.72358
H: -1.59028 5.20927 3.04774
H: 0.04681 3.54210 4.22225
C: -6.23318 -5.76345 1.11316
C: -6.59819 -6.87617 0.11561
O: -5.66939 -6.96088 -0.92262
O: -5.00418 -5.94835 1.71542
H: -7.01636 -5.67319 1.87899
H: -6.25323 -4.80949 0.55300
H: -7.55495 -6.55612 -0.31294
H: -6.63518 -7.78948 0.75332
H: -4.88903 -7.27440 -0.50900
H: -4.31128 -5.72829 1.03942
C: -3.85067 -3.45335 -2.82858
O: -2.60666 -3.16700 -2.77473
N: -4.75458 -2.58702 -3.36328
N: -4.22268 -4.62016 -2.33039
H: -4.39857 -1.85319 -3.92163
H: -5.71505 -2.65186 -3.16107
H: -5.20055 -5.07385 -2.33837
H: -3.52210 -5.19286 -1.75505
C: -1.58125 1.11133 -4.45709
O: -1.88550 -0.06582 -4.35600
N: -0.29961 1.53775 -4.45642
N: -2.55212 1.99584 -4.57188
H: 0.26677 0.78320 -4.76211
H: -0.14137 2.53789 -4.43554
H: -2.23868 2.93969 -4.37761
H: -3.51960 1.77822 -4.66122
C: 2.06642 -1.40573 -5.43885
O: 0.97353 -1.04211 -4.92923
N: 2.88016 -2.29873 -4.80469
N: 2.53940 -0.88982 -6.55827
H: 3.83538 -2.51250 -5.16746
H: 2.47990 -2.77322 -3.96385
H: 2.21958 0.00813 -6.82557
H: 3.43535 -1.17254 -6.87719
C: -1.93330 -4.90849 0.55573
O: -2.76372 -5.75158 0.08678
N: -1.57336 -3.82071 -0.15395
N: -1.41956 -5.19499 1.79205
H: -1.95818 -3.82000 -1.13591
H: -0.85211 -3.19360 0.02085
H: -0.79292 -4.45748 2.11837
H: -2.14391 -5.55791 2.37590
C: -2.43911 4.94480 -0.73157
O: -2.53535 4.80311 -1.94684
N: -1.24973 4.95292 -0.05493
N: -3.52173 5.04792 0.13581
H: -1.23420 4.77187 0.94741
H: -0.37271 5.00934 -0.53385
H: -4.32363 5.42018 -0.39399
H: -3.29303 5.58215 0.97467

The value obtained for the molar mass is 1165.55 g/mol. The net charge is +1. For the electronic energy, the calculation gives -124332.717 eV. The HOMO energy is -9.52 eV. The HOMO-LUMO gap comes out at 7.75 eV. The value obtained for the largest force on an atom is 0.06953 Eh/bohr.

Mulliken atomic charge list, values in e, 6 entries: Ca 1.72; C -0.60; C 3.95; C -0.11; C -0.66; C -0.33